Density functional theory data (wB97M-V/def2-TZVPD) for 6 unconnected molecules or ions with the total composition C19H31N3O8 at a distorted geometry.

Each atom is followed by the atoms it is bonded to, with distances in Å.
Geometry (Å):
1 H 2.0865 -3.1328 -4.2771  C34 1.090
2 H 9.9851 1.0400 3.6509  C54 1.090
3 H 0.7918 -4.3751 -7.9745  C24 1.090
4 H -2.7745 -5.2573 -4.7270  C9 1.090
5 C -8.8228 5.0637 1.1907  C16 1.383, H18 1.080, C48 1.365
6 O 3.9639 5.5184 -2.8824  N29 1.240
7 N 9.4111 0.1254 1.8911  O20 1.175, O31 1.216, C54 1.490
8 H -1.7405 -6.5358 -4.2702  C9 1.090
9 C -2.0810 -5.9856 -5.1474  H4 1.090, H8 1.090, H43 1.090, O51 1.413
10 H 2.1718 7.1297 -2.3519  C36 1.090
11 H -0.4804 -5.0137 4.3133  C60 1.080
12 C -7.0951 4.2376 -0.2723  H19 1.080, C41 1.399, C48 1.435
13 H 1.2397 5.6968 -1.9033  C36 1.090
14 C -0.9900 -4.2839 -6.6161  C24 1.497, H28 1.090, H38 1.090, O51 1.501
15 C 0.0803 -1.9409 6.5460  C30 1.372, C35 1.426, H39 1.080
16 C -7.8786 5.5719 2.0635  C5 1.383, H22 1.080, C37 1.393
17 O 3.8889 5.1388 -0.7565  N29 1.251
18 H -9.8575 5.3542 1.2980  C5 1.080
19 H -6.8027 3.7880 -1.2097  C12 1.080
20 O 9.9526 0.3473 0.8721  N7 1.175
21 H 2.0045 6.7529 -0.6116  C36 1.090
22 H -8.1518 6.2119 2.8894  C16 1.080
23 H 1.4715 -1.0675 1.2065  C45 1.090
24 C 0.3941 -3.9283 -7.0633  H3 1.090, C14 1.497, H27 1.090, O55 1.479
25 C -1.1766 -3.1428 4.9223  C30 1.404, H57 1.080, C60 1.361
26 H 1.6221 -4.8224 5.4282  C61 1.080
27 H 0.4171 -2.8816 -7.3666  C24 1.090
28 H -1.4696 -3.5323 -5.9891  C14 1.090
29 N 3.3682 5.5952 -1.7982  O6 1.240, O17 1.251, C36 1.498
30 C -1.0530 -2.0369 5.7777  C15 1.372, C25 1.404, H58 1.080
31 O 8.2404 -0.1817 2.0061  N7 1.216
32 H -5.8100 5.9596 2.3595  C37 1.080
33 O -0.3643 0.7080 0.5086  N42 1.230
34 C 1.3075 -3.1699 -5.0386  H1 1.090, H52 1.090, O55 1.406, H59 1.090
35 C 1.1545 -2.8735 6.4467  C15 1.426, H50 1.080, C61 1.409
36 C 2.0767 6.3326 -1.6146  H10 1.090, H13 1.090, H21 1.090, N29 1.498
37 C -6.5264 5.4046 1.7721  C16 1.393, H32 1.080, C41 1.396
38 H -1.6435 -4.4314 -7.4759  C14 1.090
39 H 0.2742 -1.0590 7.1385  C15 1.080
40 H 11.3359 0.2807 2.8407  C54 1.090
41 C -6.1324 4.7688 0.5931  C12 1.399, C37 1.396, H56 1.080
42 N 0.5298 0.8654 1.3385  O33 1.230, C45 1.498, O46 1.226
43 H -2.7081 -6.6407 -5.7521  C9 1.090
44 H 2.2376 0.2748 0.3207  C45 1.090
45 C 1.7408 -0.0121 1.2475  H23 1.090, N42 1.498, H44 1.090, H53 1.090
46 O 0.5482 1.7573 2.1790  N42 1.226
47 H 10.2489 -0.7250 3.7475  C54 1.090
48 C -8.4847 4.4211 0.0350  C5 1.365, C12 1.435, H49 1.080
49 H -9.1930 3.9526 -0.6322  C48 1.080
50 H 2.0642 -2.7730 7.0201  C35 1.080
51 O -0.9224 -5.5661 -5.8388  C9 1.413, C14 1.501
52 H 1.2316 -2.1755 -5.4784  C34 1.090
53 H 2.3149 0.1967 2.1502  C45 1.090
54 C 10.2848 0.1497 3.0980  H2 1.090, N7 1.490, H40 1.090, H47 1.090
55 O 1.4454 -4.1416 -6.0450  C24 1.479, C34 1.406
56 H -5.0843 4.8290 0.3393  C41 1.080
57 H -1.9944 -3.1605 4.2171  C25 1.080
58 H -1.7343 -1.2077 5.6566  C30 1.080
59 H 0.3774 -3.2872 -4.4825  C34 1.090
60 C -0.2357 -4.1247 4.8757  H11 1.080, C25 1.361, C61 1.409
61 C 0.9457 -4.0063 5.6351  H26 1.080, C35 1.409, C60 1.409

Its energy relative to the best compared isomer or geometry (same formula, charge and spin) is 283.6 kcal/mol. The calculation puts the HOMO energy at -9.28 eV. As for the spin multiplicity: 1. Its SMILES is C[N+](=O)[O-].C[N+](=O)[O-].C[N+](=O)[O-].c1ccccc1.c1ccccc1.COCCOC. Its molar mass is 429.5 g/mol. Its net charge is 0. The value obtained for the max |F| is 3.47 eV/A. The HOMO-LUMO gap is 9.31 eV.

Atomic partial charges in e from the Mulliken method, atoms 1 to 2: atom 1 (H): 0.28, atom 2 (H): 0.28